Molecular formula: C2H2AgLiO2
Method: DFT, ωB97M-V/def2-TZVPD

The geometry in XYZ format:
```
8
Properties=species:S:1:pos:R:3:forces:R:3
H 2.1218 -1.0709 -1.2860 -2.036 2.336 2.880
O -1.2098 0.9175 0.0566 -0.460 -2.648 0.687
C -0.8874 -0.2368 0.4756 -1.017 2.554 -0.264
C 0.3779 -0.8176 0.4009 0.804 -1.391 -0.313
O 1.3009 -0.1586 -0.2619 2.341 -3.448 -2.650
Li -3.0991 1.2372 -0.1663 -0.276 0.115 0.010
Ag 0.7907 1.9185 -0.0646 0.804 2.298 -0.143
H 0.6051 -1.7894 0.8456 -0.160 0.184 -0.208
```
Positions in Å, forces in eV/Å.

The energy above the lowest of the compared OMol25 structures with the same formula, charge and spin is 0.801 eV. The HOMO energy (alpha / beta) is -18.4 / -20.0 eV. Its calculated total energy is -381.53378 hartree. As for the frontier orbital gap (alpha / beta): 7.46 / 8.89 eV. The spin multiplicity is 3. The molecular weight comes out at 172.8 g/mol. Its net charge is +2. The LUMO energy (alpha / beta) is -10.912 / -11.144 eV.